No. 1
C35H56BrMgN7OSbSi3 | ωB97M-V/def2-TZVPD

XYZ file:
```
105
Properties=species:S:1:pos:R:3:forces:R:3
Mg 0.591 -1.966 -1.305 0.01 0.00 0.01
N 2.071 -3.881 3.304 0.00 0.00 0.00
C 2.035 -4.079 1.973 0.00 0.00 0.00
N 2.326 -3.201 1.075 -0.01 -0.01 0.00
C 2.648 -1.922 1.499 0.04 -0.01 0.00
N 2.899 -0.978 0.656 0.00 0.00 0.00
N 2.631 -1.308 -0.650 0.00 -0.01 0.01
C 3.551 -1.097 -1.498 0.00 0.00 0.00
C 3.257 -1.339 -2.918 0.00 0.00 0.00
C 4.167 -1.008 -3.911 0.00 0.00 0.00
C 3.805 -1.200 -5.236 0.00 0.00 0.00
C 2.548 -1.707 -5.518 0.00 0.00 0.00
C 1.707 -2.020 -4.460 0.00 0.00 0.00
N 2.050 -1.854 -3.186 0.00 0.00 0.00
C 2.760 -1.634 2.931 -0.01 0.00 0.00
C 3.133 -0.382 3.427 -0.01 0.00 -0.01
C 3.215 -0.171 4.785 0.00 0.00 0.00
C 2.923 -1.209 5.674 0.00 0.00 0.00
C 2.546 -2.448 5.205 0.00 0.00 0.00
C 2.464 -2.654 3.830 0.00 0.00 0.01
H 1.825 -4.634 3.925 0.00 0.00 0.00
H 1.738 -5.074 1.659 0.00 0.00 0.00
H 4.529 -0.727 -1.198 0.00 0.00 0.00
H 5.134 -0.602 -3.644 0.00 0.00 0.00
H 4.493 -0.952 -6.033 0.00 0.00 0.00
H 2.220 -1.867 -6.535 0.00 0.00 0.00
H 0.716 -2.421 -4.637 0.00 0.00 0.00
H 3.353 0.406 2.719 0.00 0.00 0.00
H 3.504 0.799 5.168 0.00 0.00 0.00
H 2.989 -1.040 6.740 0.00 0.00 0.00
H 2.309 -3.253 5.890 0.00 0.00 0.00
Br -2.859 -7.092 -4.287 0.00 0.00 0.00
C -1.851 -5.675 -3.578 0.00 0.00 0.00
C -2.486 -4.548 -3.084 0.00 0.00 0.00
C -1.700 -3.534 -2.567 0.00 0.00 0.01
N -0.366 -3.586 -2.540 0.03 -0.01 0.01
C 0.227 -4.681 -3.017 0.00 0.00 -0.01
C -0.468 -5.754 -3.544 0.00 0.00 0.00
H -3.563 -4.461 -3.090 0.00 0.00 0.00
H -2.152 -2.644 -2.143 0.00 0.00 0.00
H 1.310 -4.699 -2.976 0.00 0.00 0.00
H 0.054 -6.624 -3.914 0.00 0.00 0.00
C 0.690 4.396 1.216 0.00 0.00 0.00
Si -0.317 3.416 2.465 0.01 0.00 -0.01
C -1.789 4.464 2.962 0.00 0.00 0.00
C 0.776 3.071 3.953 0.00 0.00 0.00
Sb -0.839 1.160 1.379 0.00 0.00 0.00
Si -1.924 0.034 3.416 0.00 0.00 0.00
C -3.218 -1.202 2.862 0.00 0.00 0.00
C -2.717 1.249 4.606 0.00 0.01 0.00
C -0.569 -0.897 4.315 0.00 0.00 0.00
Si -3.041 1.783 0.245 -0.01 0.01 0.01
C -3.550 0.296 -0.786 0.00 0.01 0.00
C -2.734 3.233 -0.912 0.00 0.01 0.00
C -4.447 2.250 1.395 0.00 -0.01 0.00
H 1.012 5.349 1.645 0.00 0.00 0.00
H 0.107 4.613 0.318 0.00 0.00 0.00
H 1.582 3.841 0.915 0.00 0.00 0.00
H -1.438 5.394 3.420 0.00 0.00 0.00
H -2.436 3.959 3.680 0.00 0.00 0.00
H -2.392 4.733 2.092 0.00 0.00 0.00
H 1.118 4.006 4.404 0.00 0.00 0.00
H 1.655 2.498 3.650 0.00 0.00 0.00
H 0.256 2.497 4.723 0.00 0.00 0.00
H -4.049 -0.732 2.334 0.00 0.00 0.00
H -3.629 -1.708 3.740 0.00 0.00 0.00
H -2.775 -1.955 2.208 0.00 0.00 0.00
H -3.519 1.818 4.134 0.00 0.00 0.00
H -1.995 1.956 5.017 0.00 0.00 0.00
H -3.150 0.694 5.444 0.00 0.00 0.00
H -0.194 -1.703 3.681 0.00 0.00 0.00
H -0.954 -1.337 5.239 0.00 0.00 0.00
H 0.272 -0.248 4.570 0.00 0.00 0.00
H -2.732 -0.007 -1.445 0.00 0.00 0.00
H -4.433 0.524 -1.391 0.00 0.00 0.00
H -3.787 -0.558 -0.148 0.00 0.00 0.00
H -1.991 2.969 -1.666 0.00 0.00 0.01
H -2.373 4.112 -0.374 0.00 0.00 0.00
H -3.656 3.512 -1.430 0.00 0.00 0.00
H -4.720 1.432 2.063 0.00 0.00 0.00
H -5.331 2.504 0.802 0.00 0.00 0.00
H -4.194 3.116 2.008 0.00 0.00 0.00
O -0.270 -0.399 -2.276 -0.04 0.00 -0.06
C -0.047 0.751 -2.699 0.01 0.00 0.01
C 1.177 1.494 -2.227 -0.01 0.00 -0.01
C 1.126 3.017 -2.272 0.00 0.00 0.00
C 1.382 3.600 -3.659 0.00 0.00 0.00
C 0.588 2.890 -4.756 0.00 0.00 0.00
C -0.831 2.537 -4.329 0.00 0.00 0.00
N -0.912 1.290 -3.563 -0.01 0.01 0.02
H 2.023 1.117 -2.815 0.01 0.00 0.00
H 1.328 1.148 -1.203 0.00 0.00 0.00
H 1.867 3.407 -1.573 0.00 0.00 0.00
H 0.160 3.352 -1.887 0.00 0.00 0.00
H 2.447 3.541 -3.894 0.00 0.00 0.00
H 1.126 4.661 -3.649 0.00 0.00 0.00
H 1.090 1.970 -5.069 0.00 0.00 0.00
H 0.537 3.526 -5.641 0.00 0.00 0.00
H -1.453 2.379 -5.209 0.00 0.00 0.00
H -1.281 3.359 -3.765 0.00 0.00 0.00
H -1.708 0.695 -3.746 0.00 0.00 0.00
C -0.614 -2.458 0.383 0.00 0.02 0.00
H -0.270 -2.031 1.332 0.00 0.00 0.00
H -0.670 -3.547 0.525 0.00 0.00 0.00
H -1.648 -2.109 0.255 0.00 0.00 0.00
```
Positions in Å, forces in eV/Å.

Summary:
total charge: +1
Kohn-Sham gap: 6.63 eV
DFT total energy: -5708.682343 a.u.
maximum force: 0.0014 hartree/bohr

Atom charges from the Mulliken analysis, given in e for atoms 1 to 8: 2.2343 0.0990 -0.3808 -0.3975 -0.1369 -1.2314 0.9471 -0.6337

---

No. 2
C35H56N2O5S | ωB97M-V/def2-TZVPD

XYZ file:
```
99
Properties=species:S:1:pos:R:3:forces:R:3
C -4.722 1.484 -1.289 -0.37 -0.42 -0.23
C -5.767 0.399 -1.299 -1.17 -0.52 -0.49
O -6.765 0.433 -1.982 1.08 0.04 0.73
O -5.527 -0.694 -0.481 0.36 0.76 -0.63
C -4.599 -1.585 -1.123 0.17 -0.98 0.26
C -3.677 -2.294 -0.124 0.14 0.62 -0.21
C -3.283 -1.448 1.100 0.59 -0.64 0.09
C -1.751 -1.286 1.313 -0.81 0.00 0.24
C -1.168 -2.132 2.466 0.48 0.39 -0.56
C -0.300 -3.285 2.033 -0.18 -0.20 0.02
C 0.782 -3.679 2.708 0.31 0.06 0.08
C 1.294 -3.093 3.996 0.13 -0.78 0.68
C 0.296 -3.041 5.163 -0.50 -0.01 -0.39
C -0.597 -4.269 5.320 0.25 0.28 0.75
S 0.301 -5.799 5.753 -0.11 -0.21 -0.16
C 1.590 -4.820 2.132 0.17 -0.57 0.06
O 2.091 -5.692 2.816 0.02 0.87 -0.40
C 1.681 -4.809 0.641 0.08 0.15 0.26
C 0.607 -4.431 -0.034 -0.18 0.10 -0.12
C 0.530 -4.343 -1.519 -0.92 0.29 -0.45
C -0.211 -3.082 -2.025 0.37 0.16 -0.50
C 0.616 -2.278 -3.027 0.09 0.32 0.28
C 1.960 -1.794 -2.461 -0.34 -0.14 -0.95
C 2.491 -0.566 -3.193 0.61 0.15 0.62
C 3.572 0.191 -2.390 -0.37 0.56 -0.44
C 3.482 1.727 -2.585 0.48 -0.34 0.08
C 4.827 2.355 -2.993 -0.68 0.66 -0.32
C 5.016 3.788 -2.496 0.63 -0.34 0.57
C 5.143 3.872 -0.956 0.05 -0.03 -0.88
C 6.605 3.614 -0.497 -1.38 0.31 0.03
C 7.254 4.876 0.073 0.68 -0.48 -0.07
N 7.633 4.785 1.478 -0.09 0.20 -0.42
C 8.367 5.744 2.095 0.54 1.30 -1.07
C 8.570 5.423 3.375 0.03 -0.91 1.85
C 7.912 4.176 3.581 0.55 0.44 1.12
C 7.356 3.840 2.413 -0.95 -1.22 -0.99
C -0.607 -4.085 0.796 -0.34 -0.22 -0.06
O -1.723 -4.476 0.508 0.59 0.49 0.07
H -5.052 2.254 -1.974 0.02 0.25 0.08
H -4.569 1.858 -0.282 0.07 0.06 0.09
H -3.797 1.063 -1.672 0.26 0.03 0.14
H -5.175 -2.345 -1.650 -0.14 0.06 -0.14
H -3.984 -1.096 -1.879 -0.12 0.47 0.06
H -4.078 -3.264 0.141 -0.20 -0.02 0.28
H -2.764 -2.516 -0.668 0.02 -0.17 -0.20
H -3.653 -1.966 1.981 -0.29 0.19 0.18
H -3.744 -0.467 1.077 -0.17 0.03 -0.11
H -1.220 -1.474 0.385 0.11 -0.03 -0.09
H -1.575 -0.239 1.551 0.15 0.10 0.05
H -1.938 -2.418 3.180 -0.17 -0.17 -0.05
H -0.496 -1.464 3.000 0.08 -0.04 0.30
H 1.765 -2.123 3.844 -0.16 0.24 -0.17
H 2.105 -3.748 4.316 0.13 -0.03 -0.06
H -0.376 -2.193 5.045 -0.04 0.15 0.00
H 0.802 -2.886 6.113 0.32 0.06 0.00
H -1.250 -4.428 4.466 0.20 -0.22 -0.26
H -1.245 -4.064 6.168 -0.18 0.02 0.03
H 1.526 -5.286 5.941 -0.15 0.11 -0.09
H 2.594 -5.078 0.129 0.11 -0.29 0.19
H 1.517 -4.345 -1.967 0.28 -0.28 0.19
H -0.022 -5.190 -1.920 0.10 -0.31 0.10
H -0.462 -2.406 -1.211 -0.04 -0.03 0.17
H -1.139 -3.348 -2.528 -0.21 -0.14 0.22
H 0.767 -2.848 -3.944 0.04 -0.07 -0.09
H 0.044 -1.390 -3.302 -0.16 0.01 -0.11
H 2.690 -2.584 -2.627 0.18 -0.12 0.59
H 1.835 -1.579 -1.400 0.16 -0.05 0.17
H 1.696 0.147 -3.400 -0.28 -0.10 -0.08
H 2.937 -0.874 -4.137 -0.22 0.05 -0.29
H 4.575 -0.095 -2.697 0.03 -0.39 0.05
H 3.463 -0.041 -1.332 0.10 -0.06 0.10
H 3.091 2.174 -1.674 0.01 0.13 0.07
H 2.771 1.972 -3.371 -0.18 -0.06 -0.03
H 4.818 2.411 -4.082 0.28 -0.23 -0.13
H 5.680 1.740 -2.713 0.05 -0.09 0.23
H 4.248 4.459 -2.873 -0.22 -0.09 -0.05
H 5.975 4.132 -2.891 -0.10 0.29 -0.24
H 4.466 3.145 -0.517 -0.09 -0.01 0.21
H 4.790 4.861 -0.676 0.11 0.05 0.40
H 6.571 2.800 0.217 0.35 0.01 0.19
H 7.143 3.243 -1.363 0.34 0.01 0.01
H 6.628 5.755 -0.054 -0.23 -0.01 -0.06
H 8.169 5.061 -0.487 0.11 0.16 0.04
H 8.747 6.618 1.598 -0.15 0.00 -0.39
H 9.119 5.961 4.121 0.14 0.25 -0.02
H 7.840 3.568 4.462 0.10 0.07 0.27
H 6.788 2.952 2.213 -0.13 -0.03 -0.24
C -11.334 4.027 -1.593 -0.04 0.02 -0.01
C -11.711 2.621 -1.997 -0.11 -0.14 -0.05
O -12.829 2.343 -2.401 0.00 0.06 0.01
N -10.752 1.665 -1.893 -0.02 0.34 0.12
C -9.378 1.811 -1.436 -0.43 -0.30 -0.16
H -12.194 4.675 -1.729 -0.06 -0.08 -0.03
H -11.036 4.057 -0.544 0.10 0.05 -0.03
H -10.517 4.396 -2.214 0.06 0.02 0.10
H -11.065 0.750 -2.176 0.03 -0.02 -0.01
H -8.703 1.506 -2.228 0.16 0.05 0.05
H -9.218 1.167 -0.570 0.17 0.07 0.01
H -9.162 2.837 -1.160 -0.07 0.02 0.00
```
Positions in Å, forces in eV/Å.

Summary:
total charge: 0
Kohn-Sham gap: 7.69 eV
DFT total energy: -2251.053438 a.u.
structure (SMILES): CC(=O)OCCCCCC1=C(CCCS)C(=O)C=C(CCCCCCCCCCCCn2cccc2)C1=O.CNC(C)=O
maximum force: 0.0401 hartree/bohr

Atom charges from the Mulliken analysis, given in e for atoms 1 to 8: -0.9052 0.6970 -0.5597 -0.3103 -0.8269 0.2988 -0.6301 -1.4005

---

Among the records above, which one has the highest DFT total energy? C35H56N2O5S

---

maximum force of number 1 (C35H56BrMgN7OSbSi3)? 0.0014 hartree/bohr

---

Which formula does entry 1 have? C35H56BrMgN7OSbSi3